Computed, not measured: C37H31BaFGeN2O8 as an isolated structure, with wB97M-V/def2-TZVPD.

Last column: Mulliken charge in e.
Geometry (Å):
Ba 0.8150 -0.6007 0.4821  1.608
Ge 1.5294 -3.8770 6.0283  1.578
F 4.9398 5.1518 -1.3500  -0.333
O 2.4269 -1.6163 -1.5298  -0.850
O 2.9970 -2.2789 0.5192  -0.856
O 2.9163 4.5994 3.5803  -0.644
O -0.0192 2.0457 0.4255  -0.809
O 2.1753 1.8573 0.1038  -0.851
O 0.4634 -0.6611 3.0407  -0.470
O 6.3514 5.9451 0.9373  -0.673
O 0.2258 1.0241 4.5087  -0.760
N 4.6190 5.1987 2.2102  -0.058
N 2.6775 4.2802 1.3202  0.153
C -1.2771 -2.5915 -0.3629  1.692
C 1.0677 -2.6464 10.0640  -0.598
C -2.3044 -7.2992 -1.3392  -0.339
C 2.4012 -4.6407 10.1145  -0.698
C 0.7105 -7.8064 4.6267  -0.622
C 0.4782 -2.4503 5.2201  -1.110
C -2.4459 -4.9495 -0.7291  0.621
C 1.7620 -3.6058 10.7859  -0.380
C 4.4362 4.9896 -0.1121  0.287
C 1.3426 -6.6048 4.9231  -0.241
C -1.8242 -3.6833 -0.5181  -2.823
C -1.2608 -7.0426 5.7615  -0.633
C 4.6361 -3.4886 3.2260  -0.632
C 4.4838 -3.7273 5.9888  -0.335
C 1.1600 2.4316 0.5620  0.897
C -3.6728 -7.4578 -1.1565  -0.416
C 4.2183 -3.1684 -1.3406  -1.048
C 0.5383 -0.1264 4.1930  -0.051
C -4.4271 -6.3607 -0.7579  -0.298
C 1.0170 -2.7208 8.6770  -0.489
C 1.6550 -3.7488 7.9865  0.015
C 1.3437 3.6825 1.4374  -0.828
C 5.7931 -3.4350 3.9919  -0.413
C -1.7003 -6.0699 -1.1300  -0.498
C 3.4082 -3.6716 3.8474  -0.497
C 3.2339 4.4326 0.0746  -0.191
C 3.3132 -3.7967 5.2348  -0.107
C 5.7171 -3.5550 5.3731  -0.530
C 3.3509 4.6765 2.4520  0.464
C -3.8270 -5.1299 -0.5468  -0.517
C 3.1317 -2.2818 -0.7360  0.996
C 2.3429 -4.7096 8.7297  -0.087
C -0.6238 -5.8453 6.0533  -0.479
C 1.1232 -1.0650 5.2697  0.093
C -0.5928 -8.0276 5.0458  -0.398
C 5.2560 5.4174 0.9997  0.302
C 0.6864 -5.6065 5.6391  0.100
H 4.4386 -3.7886 7.0704  0.350
H 2.9428 -5.3974 10.6700  0.369
H 0.5663 -1.8348 10.5774  0.382
H -4.1427 -8.4205 -1.3195  0.348
H -0.5468 -2.4319 5.6001  0.484
H 1.8049 -3.5494 11.8669  0.355
H 1.2343 -8.5623 4.0542  0.375
H 4.8597 -3.5960 -0.5714  0.233
H -2.2839 -7.2007 6.0806  0.375
H 4.8139 -2.5880 -2.0459  0.306
H -1.1649 -5.0816 6.6028  0.310
H 2.6466 4.0672 -0.7533  0.504
H -0.6340 -5.9512 -1.2718  0.440
H 1.0474 -0.6013 6.2546  0.197
H 2.5192 -3.6831 3.2248  0.531
H 6.6155 -3.4981 5.9771  0.351
H 4.6603 -3.3462 2.1527  0.375
H 1.1748 3.4087 2.4771  0.384
H -1.6965 -8.1428 -1.6471  0.340
H 2.8351 -5.5322 8.2208  0.416
H 0.4799 -1.9574 8.1246  0.213
H -5.4963 -6.4633 -0.6069  0.332
H 2.1888 -1.1524 5.0305  0.171
H -4.4162 -4.2777 -0.2336  0.400
H 6.7524 -3.2817 3.5120  0.367
H 2.3555 -6.4358 4.5735  0.338
H 5.1171 5.4763 3.0420  0.212
H 0.3995 -2.7344 4.1664  0.475
H 3.7393 -3.9736 -1.9005  0.262
H 0.5880 4.4165 1.1530  0.206
H -1.0927 -8.9574 4.8034  0.353

Calculated values
Energy above the lowest of the compared OMol25 structures with the same formula, charge and spin: 20.6 kJ/mol
LUMO energy: 0.141 Eh
Net charge: -2
Frontier orbital gap: 6.72 eV
F_max: 0.5 eV/A

***

Computed, not measured: C37H31BaN12O3 as an isolated structure at a distorted geometry, with wB97M-V/def2-TZVPD.

Last column: Löwdin spin population.
Geometry (Å):
Ba -0.7870 -0.5330 2.6897  0.012
O 1.4960 -4.5659 2.8505  0.000
O 2.2780 1.9377 -2.5599  0.001
O -2.6059 0.5657 1.6175  0.054
N 1.4217 4.0021 2.1573  0.000
N 0.1237 -2.7964 3.4355  0.000
N 3.5541 1.6327 -4.3378  0.000
N -3.4122 0.6734 0.5414  0.270
N -1.5141 -3.4060 -1.2954  0.000
N -2.6519 -2.0593 4.0401  0.000
N 0.1123 4.3261 2.1016  0.000
N -1.3351 -1.9670 0.4202  0.001
N 3.9002 2.8628 -3.7392  0.000
N 1.5869 -1.2473 1.4837  0.000
N 0.3704 2.1553 2.6232  0.001
N -1.4191 -2.1331 -1.7429  0.000
C -1.4710 -3.2509 0.0081  0.001
C -1.3038 -1.2970 -0.7175  0.003
C 1.1225 -3.3890 2.7905  0.000
C -4.4929 0.6292 -2.0238  0.243
C 3.1940 -1.1439 -0.2620  0.000
C -3.7619 1.7356 -1.5531  0.048
C -0.7567 -3.6639 4.2163  0.000
C 2.9452 -3.1366 1.0455  0.000
C -3.9398 -1.7618 3.8763  0.000
C 3.1091 3.0014 -2.7406  0.000
C -4.7265 -0.4241 -1.0979  0.066
C 2.4595 4.9614 1.8442  0.000
C -2.2465 -3.3398 4.0442  0.000
C 2.6312 1.1311 -3.6030  0.000
C 1.9395 -0.1480 -3.8138  0.000
C -3.1766 -4.3669 3.9167  0.000
C 0.6402 -0.3532 -3.3746  0.000
C 2.1698 -0.5885 0.4857  0.000
C 3.0752 4.1429 -1.8140  0.000
C 2.6847 4.0020 -0.4897  0.000
C 1.5553 2.7119 2.4717  0.000
C 3.5428 6.4669 -1.4524  0.000
C 0.6756 -2.5421 -4.3564  0.000
C 3.1595 6.3260 -0.1263  0.000
C 3.5125 5.3742 -2.2995  0.000
C 2.6132 -1.1376 -4.5289  0.000
C -0.0022 -1.5591 -3.6496  0.000
C -0.4819 3.1912 2.3827  0.001
C -4.5181 -4.0622 3.7780  0.000
C -3.2383 1.7670 -0.2916  0.141
C -4.9159 -2.7374 3.7556  0.000
C 1.9773 -2.3368 -4.7945  0.000
C 1.9274 -2.5103 1.7576  0.000
C -4.1882 -0.3921 0.1515  0.104
C -1.4057 -1.8002 -3.1583  0.002
C 2.7442 5.0971 0.3667  0.000
C 3.5875 -2.4393 0.0393  0.000
H 4.3812 -2.9110 -0.5266  0.000
H -5.2491 -4.8542 3.6751  0.000
H -1.5542 3.0886 2.4253  0.001
H 3.8657 7.4285 -1.8272  0.000
H 3.1873 7.1812 0.5384  0.000
H -4.1925 -0.7089 3.8322  0.000
H 2.3498 3.0400 -0.1213  0.000
H -4.9328 0.6180 -3.0087  0.018
H -4.2914 -1.1711 0.8923  0.009
H 2.4962 -3.1095 -5.3450  0.000
H 3.3574 4.6303 2.3710  0.000
H -1.5359 -4.0824 0.6910  0.000
H 1.8070 0.4148 0.2776  0.000
H -5.9525 -2.4570 3.6316  0.000
H 0.1115 0.4287 -2.8415  0.001
H 3.1835 -4.1598 1.2957  0.000
H -0.5870 -4.7143 3.9625  0.000
H 0.1746 -3.4808 -4.5605  0.000
H -0.5340 -3.5787 5.2888  0.000
H 2.1627 5.9163 2.2744  0.000
H -5.3393 -1.2775 -1.3591  0.001
H -1.8705 -2.6395 -3.6709  0.000
H -3.6087 2.6057 -2.1806  -0.002
H 3.6564 -0.5838 -1.0642  0.000
H -1.2504 -0.2263 -0.8486  0.003
H -2.6660 2.5752 0.1345  0.017
H -2.0474 -0.9264 -3.2902  0.003
H 3.6216 -0.9566 -4.8733  0.000
H 2.5183 2.2364 2.5726  0.000
H 3.8174 5.4636 -3.3321  0.000
H -2.8371 -5.3942 3.9184  0.000

Calculated values
<S²>: 0.77
Energy above the lowest of the compared OMol25 structures with the same formula, charge and spin: 0.0 kJ/mol
LUMO energy (alpha / beta): -0.003 / -0.003 Eh
Net charge: 0
Spin multiplicity: 2
Frontier orbital gap (alpha / beta): 4.33 / 7.47 eV
F_max: 1.1 eV/A

***

Computed, not measured: C37H31Br2LuN8O4PS8 as an isolated structure at a distorted geometry, with wB97M-V/def2-TZVPD.

Last column: Mulliken charge in e.
Geometry (Å):
Lu 0.7743 0.0455 0.1606  1.947
Br 1.4663 1.3328 -7.6297  -0.288
Br 1.8957 -2.9371 -4.0557  -0.241
S 1.4817 -2.6383 1.3968  1.492
S 0.6427 5.0798 1.0111  -0.386
S 5.7312 -0.3767 -1.3670  -0.340
S -0.7713 0.4051 2.8246  -0.167
S 4.0807 2.8849 3.7620  -0.326
S -2.9316 1.1987 -0.3713  0.033
S -2.5782 1.3184 3.2699  -0.234
S -1.3881 0.5145 -1.5482  -0.332
P -1.5152 -1.9701 0.3669  1.568
O 2.6911 -3.2474 1.8715  -0.774
O 1.2928 -1.2382 1.8594  -0.589
O 1.4277 -0.6276 -1.9068  1.288
O 1.2884 -2.6253 -0.0615  -0.835
N 0.8170 2.6428 0.3162  0.484
N 2.8318 3.8180 0.0272  -0.124
N 1.4087 2.6199 3.6874  -0.020
N -0.4952 2.8360 0.6642  -0.060
N 3.7342 -2.1503 -1.4254  -0.099
N 1.4549 2.0057 -2.3537  0.670
N 3.5501 -0.3028 0.0264  0.411
N 2.7137 1.4818 2.0832  0.620
C 4.9231 2.0907 2.4848  -0.720
C 4.0369 1.4238 1.7072  -0.460
C -3.8764 -0.0501 3.0382  0.203
C -1.9165 -5.1888 2.9651  -0.849
C 1.3385 3.2915 -2.5471  0.158
C -3.9431 -4.1827 -2.1220  -0.883
C 4.1725 -1.0065 -0.8973  -0.059
C -5.0154 0.4354 2.2004  -0.762
C -3.1043 -4.4331 -3.1988  -0.664
C -3.8345 -0.3118 0.1718  -0.146
C 1.6294 -0.5826 -5.5618  -0.526
C 1.6381 -1.0619 -4.2410  -0.307
C -3.1445 -1.1619 2.3872  -2.475
C 1.2285 3.8775 -3.8220  -1.406
C -1.1812 -3.3478 1.5736  -0.796
C -2.1817 -2.9440 -1.0310  0.923
C 1.4928 0.7459 -5.8182  -0.223
C 1.2796 3.0709 -4.9208  -0.853
C -2.0812 5.0212 2.9415  -1.156
C -0.6229 -5.3820 3.4267  -0.703
C 0.1168 -3.5748 2.0401  0.032
C -5.0210 0.2598 0.8837  -0.861
C -1.3527 -3.1891 -2.1181  0.034
C -2.1874 -4.1822 2.0514  0.255
C -0.7618 4.0247 1.0517  0.001
C 0.4016 -4.5754 2.9583  -0.664
C 4.3999 0.6839 0.4972  -0.188
C 1.4481 1.1841 -3.4274  -0.135
C -3.0116 -1.2114 1.0621  0.469
C 1.5297 3.7218 0.4295  -0.395
C -1.8087 -3.9343 -3.1954  -0.552
C -2.1017 4.4969 1.5081  -0.101
C 2.5798 2.2426 3.1415  0.195
C 1.4812 -0.2377 -3.1255  -0.403
C 1.4054 1.6753 -4.7518  0.735
C -3.4820 -3.4405 -1.0443  -0.540
C 5.5740 0.8398 -0.1555  -0.537
H -3.0688 5.3873 3.2237  0.368
H -0.4101 -6.1652 4.1434  0.377
H -2.7634 3.6341 1.4249  -0.227
H -5.8412 0.6204 0.2745  0.440
H 3.2605 2.9382 -0.2219  0.193
H -0.3525 -2.7797 -2.1168  -0.299
H 1.4242 -4.7143 3.2799  0.558
H -2.7194 -5.8247 3.3178  0.416
H 6.3514 1.5601 0.0320  0.473
H -4.9595 -4.5578 -2.1226  0.399
H -2.5268 -1.7740 3.0286  0.294
H 1.4369 2.9999 4.6181  0.257
H -5.8450 0.9260 2.6972  0.395
H 1.7294 -1.2872 -6.3754  0.438
H -1.8071 4.2238 3.6320  0.240
H 0.5866 2.0227 3.4583  -0.330
H -1.1525 -4.1122 -4.0373  0.412
H 1.3282 3.9248 -1.6653  0.438
H 4.1232 -2.4689 -2.2946  0.313
H 2.7698 -2.4010 -1.2246  0.060
H 1.1206 4.9500 -3.9149  0.450
H -4.2018 -0.3008 4.0468  0.597
H 5.9954 2.1234 2.4019  0.467
H 3.4261 4.4270 0.5645  0.298
H -4.1298 -0.8336 -0.7401  0.539
H -1.3708 5.8430 3.0628  0.398
H -3.2039 -4.0297 1.7121  0.339
H -2.4604 5.2706 0.8231  0.382
H -4.1475 -3.2350 -0.2128  0.289
H -3.4644 -5.0051 -4.0454  0.374
H 1.2220 3.4803 -5.9200  0.313

Calculated values
Energy above the lowest of the compared OMol25 structures with the same formula, charge and spin: 176.0 kJ/mol
LUMO energy: 0.068 Eh
Net charge: -1
Frontier orbital gap: 5.89 eV
F_max: 1.3 eV/A